2 unconnected molecules or ions with the total composition C38H57NO5S3. Source: the Open Molecules 2025 dataset; level of theory: ωB97M-V/def2-TZVPD.

Its total energy is -84561.691 eV. Its SMILES is C#CCc1c(CSCC)c(C[C@H](C)O)c(CCCSC(=S)N2CCOCC2)c2c1C(=O)C(CCOCC)=C(C)C2=O.CCCCCC. The net charge is 0.

```
104
C38H57NO5S3 (ωB97M-V/def2-TZVPD)
C -6.24095 -0.47266 -1.33440
C -5.73521 0.33450 -0.60288
C -5.12907 1.27144 0.35479
C -3.64538 1.41794 0.06999
C -2.70570 0.72199 0.82807
C -3.19813 -0.14602 1.95433
S -3.57190 0.74036 3.51106
C -2.96184 2.42407 3.28831
C -4.07696 3.48083 3.37101
C -1.33429 0.82601 0.56281
C -0.34035 0.07553 1.41495
C 0.16810 -1.18098 0.70860
C -0.90069 -2.22338 0.41143
O 1.20291 -1.72457 1.51013
C -0.87369 1.61917 -0.48762
C 0.60145 1.71521 -0.79854
C 0.98808 1.00088 -2.10963
C 2.46445 0.58841 -2.15068
S 2.67434 -1.16771 -1.75101
C 4.10337 -1.61830 -2.71106
S 4.35768 -0.99814 -4.21385
N 4.95325 -2.48481 -2.08703
C 6.04613 -3.02755 -2.89589
C 6.83793 -3.99701 -2.03820
O 6.08414 -5.15784 -1.70940
C 4.69110 -4.91461 -1.69342
C 4.34252 -3.51885 -1.21034
C -1.82078 2.30814 -1.25168
C -3.18712 2.20806 -0.98215
C -4.13053 2.97044 -1.86411
O -5.21169 3.36258 -1.49021
C -3.70021 3.21310 -3.26851
C -4.80415 3.29861 -4.28320
C -5.13546 1.90671 -4.81925
O -4.05391 1.27912 -5.46858
C -3.33727 0.31399 -4.70960
C -3.17908 -0.96588 -5.52805
C -2.39600 3.32313 -3.52498
C -1.77699 3.60374 -4.85569
C -1.42966 3.19345 -2.39611
O -0.37455 3.78374 -2.45333
H -6.69127 -1.14078 -2.02691
H -5.29632 0.87879 1.35585
H -5.63238 2.22954 0.30575
H -2.51135 -0.95498 2.16492
H -4.12352 -0.62643 1.64011
H -2.43358 2.54055 2.34680
H -2.22807 2.63228 4.06623
H -4.26663 3.74436 4.40803
H -4.98778 3.11526 2.90240
H -3.76954 4.37558 2.82928
H -0.75108 -0.18373 2.38747
H 0.52313 0.70794 1.61743
H 0.55160 -0.85454 -0.26664
H -1.68018 -1.83164 -0.24008
H -0.43091 -3.04569 -0.13663
H -1.32831 -2.63992 1.32241
H 1.38702 -2.60674 1.17470
H 0.87183 2.76512 -0.86047
H 1.18402 1.28813 0.01475
H 0.33370 0.13553 -2.23348
H 0.79508 1.66439 -2.94878
H 3.01764 1.15061 -1.40042
H 2.88503 0.74827 -3.13675
H 6.70914 -2.22643 -3.20871
H 5.67614 -3.55771 -3.77510
H 7.71207 -4.32559 -2.59941
H 7.19286 -3.51157 -1.12450
H 4.27766 -5.06687 -2.69817
H 4.22229 -5.65041 -1.04327
H 4.72887 -3.39482 -0.19652
H 3.26087 -3.44150 -1.17343
H -5.69345 3.66407 -3.77227
H -4.52212 3.97139 -5.08892
H -5.53354 1.28884 -4.00865
H -5.93553 2.01853 -5.55512
H -2.34230 0.70616 -4.47564
H -3.83829 0.11602 -3.75952
H -2.22783 -1.45170 -5.31905
H -3.18088 -0.69112 -6.58088
H -3.99643 -1.65511 -5.32795
H -2.51003 3.60530 -5.65541
H -1.03974 2.83207 -5.08595
H -1.24001 4.55090 -4.83189
C 4.48062 -1.40195 7.99520
C 3.23304 -0.73952 7.41741
C 2.50578 -1.60344 6.38876
C 3.32294 -1.94393 5.14149
C 3.84463 -0.73548 4.36611
C 2.73257 0.15523 3.82071
H 5.22768 -1.59709 7.22448
H 4.94617 -0.76425 8.74787
H 4.23044 -2.35252 8.47097
H 3.50260 0.22390 6.97648
H 2.54092 -0.51736 8.23385
H 1.58198 -1.09905 6.09231
H 2.19598 -2.53850 6.86649
H 2.69925 -2.54797 4.47467
H 4.16841 -2.57956 5.42073
H 4.45018 -1.09644 3.53004
H 4.51774 -0.14539 4.99476
H 2.07721 -0.41651 3.16458
H 3.15127 0.98284 3.24376
H 2.13008 0.58717 4.62263
```

A molecular structure, C11H12InN3O8. Source: the Open Molecules 2025 dataset; level of theory: ωB97M-V/def2-TZVPD.

For the energy above the lowest of the compared OMol25 structures with the same formula, charge and spin, the calculation gives 0.0 kJ/mol. The net charge is 0.

```
35
C11H12InN3O8 (ωB97M-V/def2-TZVPD)
In -0.05630 0.61778 0.64527
O 2.95422 -2.16506 1.45386
C 1.92245 -1.54307 1.39474
O 1.68468 -0.32408 1.68914
C 0.67335 -2.31261 0.99600
C 0.53565 -3.68638 1.05889
C -0.71950 -4.19890 0.79825
C -1.82461 -3.38275 0.54081
C -1.59061 -2.01552 0.50982
N -0.37410 -1.55530 0.69962
C -2.63398 -0.93472 0.26665
O -3.78106 -1.35432 0.26873
O -2.21026 0.27270 0.10072
H 1.40706 -4.31531 1.28208
H -0.83959 -5.28259 0.77257
H -2.82165 -3.79988 0.33977
C 0.86168 0.97213 -3.91570
O 1.92302 1.35481 -3.04184
C 1.75531 1.20385 -1.73794
O 0.78618 0.59361 -1.29952
N 2.76955 1.72603 -1.02804
N 2.47750 1.82119 0.34047
H 1.25122 1.16825 -4.92475
H 0.00273 1.62161 -3.70560
H 0.60833 -0.09654 -3.81942
H 3.28960 2.48897 -1.46216
H 2.41043 2.76556 0.64136
H 3.13652 1.27563 0.87187
C -2.64878 2.51379 1.95723
O -1.72401 3.34676 1.22800
C -0.62724 2.76903 0.65014
O 0.05733 3.49575 -0.00688
H -3.06731 3.16825 2.72205
H -2.17596 1.63579 2.42674
H -3.41184 2.15555 1.28706
```

A single C5H5NO2S2 molecule. Source: the Open Molecules 2025 dataset; level of theory: ωB97M-V/def2-TZVPD.

For the energy above the lowest of the compared OMol25 structures with the same formula, charge and spin, the calculation gives 273.4 kJ/mol. The net charge is 0.

```
15
C5H5NO2S2 (ωB97M-V/def2-TZVPD)
C -1.87051 0.59828 -0.13164
C -1.86301 1.79148 0.53100
C -0.64010 0.04451 -0.42470
C 0.41081 1.04864 0.03385
C 2.36239 -0.80019 0.49034
N -0.56183 -1.20163 -1.05870
O -1.61741 -1.77166 -1.22190
O 0.53942 -1.64634 -1.45106
S -0.28718 2.41880 0.71998
S 2.13596 0.88242 0.06270
H -2.80635 -0.07248 -0.30719
H -2.77582 2.26689 1.06693
H 3.30243 -1.27413 0.41284
H 1.61232 -1.30270 -0.29496
H 2.05886 -0.98187 1.57251
```

A molecular structure, C5H5EuO6. Source: the Open Molecules 2025 dataset; level of theory: ωB97M-V/def2-TZVPD.

As for the spin multiplicity: 9. The expectation value of S² is 20.016. For the energy above the lowest of the compared OMol25 structures with the same formula, charge and spin, the calculation gives 310.8 kJ/mol. The net charge is +2.

```
17
C5H5EuO6 (ωB97M-V/def2-TZVPD)
C 0.13349 3.44740 -1.24153
C 0.13555 1.83354 -1.72464
O 1.33218 1.43290 -1.98127
O -0.62203 4.18993 -1.74086
H 1.02795 3.70024 -0.63530
H -0.57246 1.78556 -2.56587
C 0.24672 -1.47674 0.63806
C -0.67766 -2.67883 0.70998
O -1.47098 -2.37183 1.84540
C -0.97757 -1.33887 2.50998
O 0.06445 -0.78093 1.75899
O -1.18389 -1.03137 3.63073
O 1.36043 -1.50077 0.12137
H -0.11215 -3.60663 0.86823
H -1.29630 -2.74998 -0.19323
Eu 3.02363 -0.11919 -1.22964
H -0.41134 1.26557 -0.77040
```

A gas-phase ion, C4H9N4O (charge +1). Source: the Open Molecules 2025 dataset; level of theory: ωB97M-V/def2-TZVPD.

For the energy above the lowest of the compared OMol25 structures with the same formula, charge and spin, the calculation gives 304.6 kJ/mol. Its SMILES is [H]/N=C1/N[NH2+][C@]2(CO2)N1C. The net charge is +1.

```
18
C4H9N4O (ωB97M-V/def2-TZVPD)
H -2.86196 -1.26233 0.36547
N -2.67427 -0.27436 0.28274
C -1.52154 0.11984 0.05347
N -1.27748 1.49241 -0.14410
N 0.09074 1.80493 -0.06660
C 0.80266 0.28711 0.01796
C 2.19497 0.16437 -0.39362
O 1.75119 0.23167 0.97074
N -0.29705 -0.54002 -0.12022
C -0.12292 -1.97379 0.04631
H -1.94318 2.10826 0.30706
H 0.39059 2.31913 0.78113
H 0.41229 2.31241 -0.90515
H 2.57594 -0.80226 -0.69685
H 2.75114 1.02552 -0.73946
H 0.47490 -2.36925 -0.77430
H 0.35679 -2.20179 1.00019
H -1.10280 -2.44185 0.01523
```

10 unconnected molecules or ions with the total composition C4H27N2O11. Source: the Open Molecules 2025 dataset; level of theory: ωB97M-V/def2-TZVPD.

For the energy above the lowest of the compared OMol25 structures with the same formula, charge and spin, the calculation gives 22.5 kJ/mol. The net charge is -1.

```
44
C4H27N2O11 (ωB97M-V/def2-TZVPD)
O 0.64410 -0.95164 0.01532
C -0.57720 -0.70459 0.19967
N -1.39309 -0.50037 -0.84200
C -1.12919 -1.22689 -2.25788
O -1.96574 -2.20383 -2.28949
C -1.05494 -0.52116 1.63361
N -0.11321 0.40129 2.30618
C -0.68661 0.99350 3.50670
H -2.39318 -0.50058 -0.65857
H -1.28433 -0.43139 -2.99287
H -0.03590 -1.48728 -2.18735
H -2.05619 -0.10270 1.67766
H -1.11314 -1.54106 2.07010
H 0.75742 -0.14438 2.50188
H -0.99279 0.24609 4.26183
H 0.05503 1.66996 4.02417
H -1.53463 1.62734 3.19503
H 1.64597 -1.56726 1.41151
H 2.97608 -1.13376 1.79346
O 2.25801 -1.69707 2.12216
H 0.66969 3.17454 0.04142
H 0.30949 2.37226 1.33141
O 0.21425 3.23802 0.92188
H -1.40769 1.37694 -2.40483
H -1.78847 2.70324 -1.68325
O -1.41508 2.31651 -2.48766
H 1.00768 -2.65076 -0.48502
H 1.72585 -3.46317 0.57955
O 1.27494 -3.57830 -0.27991
H 3.16719 0.54310 -0.25238
H 2.36347 0.83748 1.01284
O 3.29055 0.60552 0.72276
H 0.17796 2.81743 -2.05609
H 1.52740 2.05606 -1.72757
O 1.05484 2.91640 -1.60257
H -0.64940 -3.62844 0.05847
H -1.77178 -2.93244 -0.72787
O -1.47006 -3.10516 0.18354
H -2.10124 1.74235 0.21552
H -1.44583 3.09875 0.42798
O -2.25464 2.65942 0.05314
H 2.26150 -0.01842 -2.51170
H 1.52517 -0.15795 -1.13436
O 2.10453 0.43247 -1.69174
```